Entry from the OMol25 dataset: a cluster of 11 separate species, C17H52N2O13 in total at a distorted geometry (wB97M-V/def2-TZVPD).

Positions of all 84 atoms, in Å:
1 C -0.2691 0.4904 -2.8528
2 O -0.2344 -0.8482 -3.4428
3 C -0.0300 -1.8187 -2.5460
4 O 0.2300 -1.6562 -1.3812
5 O -0.0178 -2.9960 -3.2290
6 C -0.3178 -4.2003 -2.4371
7 H -0.8909 0.5140 -1.9803
8 H -0.6161 1.0815 -3.6629
9 H 0.7675 0.8379 -2.6731
10 H -0.3753 -4.8947 -3.2144
11 H -1.2760 -4.1251 -1.9605
12 H 0.4668 -4.4097 -1.7202
13 C 4.7002 -2.1932 -3.1872
14 N 4.2128 -0.8660 -2.9407
15 C 4.3636 -0.4620 -1.5297
16 C 3.3540 -0.1981 -3.7435
17 O 2.8793 0.9394 -3.5679
18 H 5.8145 -2.2398 -3.1314
19 H 4.3920 -2.5783 -4.1898
20 H 4.2216 -2.9469 -2.5887
21 H 3.9646 0.5288 -1.3581
22 H 3.7740 -1.0414 -0.7979
23 H 5.4238 -0.5160 -1.2572
24 H 3.0251 -0.7908 -4.6619
25 C -3.2626 -1.6145 -1.6387
26 N -3.8831 -2.9118 -1.3590
27 C -4.2943 -3.0804 0.0369
28 C -3.9261 -3.9410 -2.1728
29 O -3.5635 -3.9020 -3.3480
30 H -2.5792 -1.4018 -0.8044
31 H -4.0151 -0.8867 -1.8462
32 H -2.7036 -1.7338 -2.5224
33 H -4.8452 -2.2489 0.4429
34 H -5.0006 -3.8815 0.2112
35 H -3.3771 -3.1724 0.6460
36 H -4.3208 -4.7889 -1.7152
37 C -0.4113 -2.3670 1.7628
38 O -0.8283 -3.1215 0.6395
39 H -0.8923 -2.8151 2.6469
40 H 0.7268 -2.3987 1.7887
41 H -0.6757 -1.3134 1.7175
42 H -0.3852 -2.6892 -0.1088
43 C 1.7165 4.6542 4.1121
44 O 1.8668 4.7474 5.5486
45 H 0.6244 4.6234 3.8921
46 H 2.1743 5.4648 3.5399
47 H 2.1059 3.6195 3.7943
48 H 1.1688 5.3007 5.9191
49 C -3.1819 1.8006 1.4370
50 O -2.3344 2.1239 0.3337
51 H -2.7870 2.3901 2.3126
52 H -4.1924 2.1039 1.1060
53 H -3.1063 0.7596 1.7086
54 H -1.4544 2.2088 0.7597
55 C -3.8202 2.9869 -2.5149
56 O -3.6141 1.6928 -1.9865
57 H -4.6084 2.9115 -3.2493
58 H -4.2472 3.5271 -1.6286
59 H -2.8820 3.4608 -2.7940
60 H -2.9520 1.8657 -1.3292
61 C 2.8959 0.0007 4.4023
62 O 2.3204 -1.2479 4.1365
63 H 3.8451 0.1039 3.8375
64 H 2.2012 0.6987 3.9091
65 H 2.8838 0.1414 5.5051
66 H 2.8482 -1.7724 3.5583
67 C 1.1889 1.1509 1.0706
68 O 0.1080 1.5976 1.8782
69 H 0.9354 0.5727 0.1303
70 H 1.8044 2.0597 0.8055
71 H 1.8681 0.5213 1.5771
72 H 0.0556 1.1144 2.7238
73 C 1.8236 4.1119 -2.6334
74 O 2.4779 3.1031 -1.9277
75 H 1.4354 3.8533 -3.5943
76 H 0.9168 4.3639 -2.0510
77 H 2.4690 4.9864 -2.6316
78 H 2.4888 2.3129 -2.4512
79 C -0.9626 -0.0747 5.3297
80 O -0.3656 -0.1849 4.0692
81 H -1.5613 -0.9418 5.6737
82 H -0.1932 0.0261 6.0235
83 H -1.6317 0.7861 5.2330
84 H 0.3461 -0.8669 4.1417

Summary:
- LUMO energy: 0.00608 Eh
- Relative energy (zero: lowest compared OMol25 entry of this formula, charge and spin): 23.0 kJ/mol
- Structure (SMILES): COC(=O)OC.CN(C)C=O.CN(C)C=O.CO.CO.CO.CO.CO.CO.CO.CO

Entry from the OMol25 dataset: a cluster of 9 separate species, C17H52N2O17 in total at a distorted geometry (wB97M-V/def2-TZVPD).

Positions of all 88 atoms, in Å:
1 N -0.6637 1.8753 0.4646
2 C -0.1230 3.1405 0.4791
3 N -0.6783 4.0538 -0.4129
4 O 0.8701 3.3830 1.1732
5 H -1.2803 1.6352 -0.2997
6 H -0.1968 1.1509 0.9554
7 H 0.0208 4.7459 -0.5934
8 H -1.1142 3.7769 -1.3004
9 O 2.2492 0.0074 5.3120
10 C 2.0408 -1.3250 5.0413
11 C 2.9234 -1.7586 4.0049
12 O 2.8679 -0.9692 2.8070
13 H 1.3828 0.4451 5.2882
14 H 2.1749 -1.9844 5.9339
15 H 0.9722 -1.5487 4.7650
16 H 2.5668 -2.7085 3.7501
17 H 3.9578 -1.7843 4.4014
18 H 3.0646 -0.0689 3.0383
19 O 2.3106 -1.2928 -0.2186
20 C 3.2827 -2.1967 -0.7835
21 C 3.1187 -3.6212 -0.3685
22 O 2.0210 -4.1966 -1.0266
23 H 2.6612 -0.9438 0.5771
24 H 3.0761 -2.1320 -1.8336
25 H 4.3094 -1.9182 -0.5037
26 H 3.3129 -3.7485 0.6819
27 H 3.9792 -4.1583 -0.7662
28 H 1.4016 -3.4951 -0.8238
29 O -1.8754 -3.8398 -1.8627
30 C -1.8192 -5.1832 -2.2988
31 C -1.2237 -5.9257 -1.1089
32 O -1.9856 -5.8217 0.0107
33 H -2.2415 -3.2011 -2.4895
34 H -2.7880 -5.6238 -2.5521
35 H -1.1990 -5.2840 -3.1700
36 H -0.2295 -5.5188 -1.0183
37 H -1.0807 -7.0156 -1.2207
38 H -2.2903 -4.9063 0.1186
39 O -0.5874 0.7070 4.4000
40 C -0.6175 2.1291 4.5752
41 C -1.9025 2.6588 3.9842
42 O -2.9826 2.3328 4.8294
43 H -0.5600 0.4468 3.4875
44 H -0.5613 2.2736 5.6130
45 H 0.2249 2.6342 4.1228
46 H -2.0144 2.3216 2.9701
47 H -1.8105 3.7506 3.8176
48 H -3.8897 2.6458 4.5966
49 O -0.6332 -0.9903 -0.9000
50 C -1.3525 -1.2323 0.3462
51 C -0.3391 -1.5557 1.3850
52 O 0.3561 -0.4295 1.8744
53 H 0.2555 -0.7031 -0.6733
54 H -2.0186 -0.4362 0.7057
55 H -2.0774 -2.0566 0.1365
56 H 0.4145 -2.2473 0.9666
57 H -1.0165 -2.0643 2.1151
58 H 1.2334 -0.7160 2.1884
59 O -4.2245 2.5366 -2.3580
60 C -4.3973 3.2650 -3.5181
61 C -3.4358 4.4023 -3.5139
62 O -2.0702 4.0089 -3.1620
63 H -3.4290 1.9704 -2.3347
64 H -4.1654 2.6253 -4.4410
65 H -5.4411 3.5422 -3.5881
66 H -3.7127 5.2410 -2.7980
67 H -3.4298 4.8581 -4.5123
68 H -1.6187 3.4737 -3.7925
69 O 0.1431 1.7785 -3.0972
70 C -0.2374 0.5864 -3.8577
71 C -1.7137 0.4931 -3.9206
72 O -2.2071 0.4933 -2.6089
73 H 0.9249 1.5101 -2.5466
74 H 0.0704 0.6960 -4.9113
75 H 0.2209 -0.3151 -3.4518
76 H -1.9564 -0.4417 -4.4146
77 H -2.1478 1.3543 -4.4577
78 H -1.7470 -0.2822 -2.2070
79 O 2.3614 0.8850 -1.8763
80 C 2.9812 2.0834 -1.3027
81 C 3.6525 1.7223 0.0371
82 O 2.7529 1.3518 1.0298
83 H 2.2223 0.1957 -1.1134
84 H 3.7165 2.3371 -2.0245
85 H 2.2708 2.8554 -1.0864
86 H 4.4096 2.4674 0.2706
87 H 4.3242 0.8928 -0.2144
88 H 1.9863 1.9006 1.0804

Summary:
- LUMO energy: 0.01552 Eh
- Relative energy (zero: lowest compared OMol25 entry of this formula, charge and spin): 0.0 kJ/mol
- Structure (SMILES): NC(N)=O.OCCO.OCCO.OCCO.OCCO.OCCO.OCCO.OCCO.OCCO

Entry from the OMol25 dataset: a cluster of 9 separate species, C17H52N6O9 in total at a distorted geometry (wB97M-V/def2-TZVPD).

Positions of all 84 atoms, in Å:
1 N 5.2283 3.9095 -1.4079
2 C 6.2004 4.7826 -1.2250
3 N 6.8669 4.4310 -0.2011
4 O 6.5121 5.6983 -1.9983
5 H 4.4434 4.2463 -1.9470
6 H 4.9815 3.2158 -0.7166
7 H 7.6480 4.9648 0.1526
8 H 6.4477 3.6398 0.2662
9 N 3.9955 -7.1650 4.4402
10 C 3.4906 -6.1765 3.7258
11 N 4.4230 -5.6554 2.9822
12 O 2.3358 -5.8535 3.6886
13 H 3.4325 -7.6736 5.1069
14 H 4.9890 -7.3448 4.4136
15 H 5.3419 -6.0220 2.7788
16 H 4.2015 -4.8325 2.4401
17 N -0.9036 0.8591 0.3339
18 C -0.0594 0.2601 1.1128
19 N -0.6985 -0.4775 2.0181
20 O 1.1480 0.3365 0.9276
21 H -0.6026 1.5716 -0.3156
22 H -1.8577 0.5295 0.3654
23 H -1.6891 -0.5882 1.8550
24 H -0.0937 -1.2068 2.3680
25 C -0.6804 6.0351 -5.9432
26 C 0.5848 5.5882 -5.1628
27 C 1.8601 6.3235 -5.6435
28 O 0.5221 5.7455 -3.7501
29 H -1.5828 5.6543 -5.4650
30 H -0.5344 5.4514 -6.8521
31 H -0.8180 7.1087 -6.0718
32 H 0.7047 4.5151 -5.3123
33 H 1.8084 6.5545 -6.7075
34 H 2.7688 5.7649 -5.4193
35 H 2.0278 7.3336 -5.2696
36 H -0.4091 5.6184 -3.5540
37 C 5.3406 -2.3608 -2.9710
38 C 5.1333 -2.1426 -4.4314
39 C 3.6867 -1.7108 -4.7216
40 O 6.0574 -1.3276 -4.9852
41 H 4.6446 -3.1632 -2.7264
42 H 5.2912 -1.4031 -2.4529
43 H 6.2902 -2.7620 -2.6169
44 H 5.2693 -3.1390 -4.8518
45 H 3.5985 -0.7259 -4.2630
46 H 2.9133 -2.3327 -4.2709
47 H 3.6423 -1.6298 -5.8076
48 H 5.9264 -0.3794 -4.9111
49 C -3.4862 -2.7141 7.5731
50 C -4.7803 -1.8747 7.7171
51 O -5.8900 -2.5084 7.1671
52 H -2.6479 -2.0352 7.7296
53 H -3.3206 -3.0174 6.5394
54 H -3.3675 -3.5017 8.3172
55 H -4.6696 -0.9122 7.2177
56 H -4.9862 -1.7428 8.7793
57 H -6.3231 -1.8374 6.6344
58 C -0.9983 -5.9396 -1.7085
59 C -2.2237 -6.6952 -2.3668
60 O -1.7742 -7.5743 -3.4365
61 H -0.2049 -6.4470 -1.1597
62 H -1.3549 -5.1365 -1.0635
63 H -0.5691 -5.3580 -2.5244
64 H -2.9923 -6.0530 -2.7970
65 H -2.8891 -7.1358 -1.6243
66 H -2.4284 -7.5551 -4.1389
67 C -2.4481 7.1318 3.3154
68 C -2.5244 5.6433 3.8051
69 O -3.2033 5.6217 5.0768
70 H -1.4629 7.5776 3.4525
71 H -3.2285 7.7036 3.8175
72 H -2.7040 7.3892 2.2876
73 H -1.6045 5.0597 3.8417
74 H -3.2120 5.1830 3.0956
75 H -2.9333 6.4242 5.5292
76 C -7.2537 -1.3709 -0.6441
77 C -6.7076 -2.0075 0.6685
78 O -5.7121 -1.1005 1.0970
79 H -8.1138 -1.8714 -1.0889
80 H -6.5327 -1.4920 -1.4526
81 H -7.5063 -0.3520 -0.3507
82 H -6.2946 -2.9780 0.3934
83 H -7.4451 -2.0232 1.4710
84 H -6.0335 -0.5657 1.8265

Summary:
- LUMO energy: 0.00148 Eh
- Relative energy (zero: lowest compared OMol25 entry of this formula, charge and spin): 0.0 kJ/mol
- Structure (SMILES): NC(N)=O.NC(N)=O.NC(N)=O.CC(C)O.CC(C)O.CCO.CCO.CCO.CCO

Entry from the OMol25 dataset: a cluster of 8 separate species, C17H53N13O8 in total at a distorted geometry (wB97M-V/def2-TZVPD).

Positions of all 91 atoms, in Å:
1 C 4.6896 6.1326 -2.2696
2 O 4.2863 5.1886 -1.2503
3 C 3.6026 4.0253 -1.7582
4 C 3.1854 3.0113 -0.7018
5 C 2.5763 1.7470 -1.2173
6 N 2.1996 3.6891 0.1895
7 H 5.0586 7.1169 -1.9811
8 H 3.8784 6.4389 -2.9302
9 H 5.4845 5.7790 -2.9263
10 H 2.7585 4.2998 -2.3908
11 H 4.3384 3.4158 -2.2827
12 H 3.9557 2.7704 0.0307
13 H 2.2278 1.0989 -0.4131
14 H 3.1129 1.1391 -1.9457
15 H 1.7601 2.0616 -1.8676
16 H 2.5606 4.6320 0.1658
17 H 1.3659 3.7797 -0.3735
18 C 3.9813 -4.4465 -3.0359
19 O 3.5473 -3.2267 -2.5380
20 C 3.3853 -3.3637 -1.0888
21 C 2.9180 -1.9564 -0.4850
22 C 2.7472 -2.0833 1.0198
23 N 1.5841 -1.5084 -0.7995
24 H 4.1550 -4.2376 -4.0915
25 H 3.4113 -5.3752 -3.0609
26 H 5.0092 -4.7275 -2.8063
27 H 2.6048 -4.0849 -0.8465
28 H 4.2970 -3.7532 -0.6358
29 H 3.6402 -1.2302 -0.8580
30 H 2.9087 -1.0664 1.3776
31 H 3.5918 -2.6716 1.3784
32 H 1.8650 -2.5499 1.4581
33 H 1.0449 -2.3259 -0.5527
34 H 1.5675 -1.5575 -1.8082
35 C 0.2817 -4.0987 3.9198
36 O 0.0890 -4.3635 2.6029
37 C -1.0382 -3.6783 2.1036
38 C -1.4853 -4.3954 0.7909
39 C -0.3260 -4.4193 -0.2231
40 N -2.6137 -3.6183 0.2812
41 H 1.3123 -4.2999 4.2119
42 H -0.2686 -4.7906 4.5575
43 H 0.0042 -3.0917 4.2314
44 H -1.8975 -3.6621 2.7741
45 H -0.7157 -2.6441 1.9836
46 H -1.7948 -5.3971 1.0888
47 H 0.6501 -4.6424 0.2077
48 H -0.1717 -3.4737 -0.7428
49 H -0.6237 -4.9907 -1.1023
50 H -3.4225 -3.6221 0.8861
51 H -2.8800 -4.1592 -0.5291
52 N -5.3130 3.6894 -1.9763
53 C -5.2177 2.9635 -3.0420
54 N -4.8471 1.7455 -2.7360
55 O -5.4506 3.3164 -4.2190
56 H -5.8843 4.5174 -2.0660
57 H -4.8247 3.4681 -1.1202
58 H -4.6065 1.5264 -1.7798
59 H -4.6155 1.1023 -3.4795
60 N -3.6602 0.6314 2.3723
61 C -4.2560 -0.5034 2.2068
62 N -3.7454 -1.3468 3.0672
63 O -5.2059 -0.7603 1.4440
64 H -2.7946 0.6372 2.8928
65 H -3.8766 1.2373 1.5938
66 H -4.1185 -2.2839 3.1206
67 H -2.8892 -1.0561 3.5174
68 N -2.0291 3.2349 -1.8065
69 C -1.6691 3.9396 -0.7532
70 N -2.3559 3.6972 0.3765
71 O -0.8058 4.7719 -0.9309
72 H -1.6657 3.3851 -2.7368
73 H -2.8484 2.6452 -1.7744
74 H -3.2490 3.2390 0.4879
75 H -2.0558 4.2659 1.1554
76 N -0.5381 0.6906 -0.9824
77 C -1.6628 0.1168 -0.6005
78 N -1.3225 -1.0213 -0.1375
79 O -2.7296 0.7150 -0.6679
80 H -0.6654 1.6177 -1.3623
81 H 0.3207 0.1885 -1.1567
82 H -0.3203 -1.1117 -0.0512
83 H -1.9877 -1.7255 0.1485
84 N 0.1146 0.6626 2.0506
85 C -0.1007 0.4515 3.3408
86 N 0.8713 0.8331 4.0839
87 O -1.1977 0.0475 3.7755
88 H 0.9181 1.2322 1.8268
89 H -0.6448 0.4645 1.4150
90 H 0.7899 0.8272 5.0906
91 H 1.7402 1.1339 3.6660

Summary:
- LUMO energy: 0.01196 Eh
- Relative energy (zero: lowest compared OMol25 entry of this formula, charge and spin): 356.8 kJ/mol
- Structure (SMILES): COC[C@H](C)N.COC[C@H](C)N.COC[C@H](C)N.NC(N)=O.NC(N)=O.NC(N)=O.NC(N)=O.NC(N)=O

- Look up the LUMO energy of the first one.
  0.00608 Eh

- Which value of relative energy (zero: lowest compared OMol25 entry of this formula, charge and spin) does entry 1 give?
  23.0 kJ/mol